{
  "formula": "C23H27ClN4O",
  "method": "ωB97M-V/def2-TZVPD",
  "relative_energy_kcal_mol": 16.1,
  "homo_ha": -0.303,
  "smiles": "C=C(C)CNC(=O)[C@@H](c1cccn2ccnc12)N(CC(C)C)c1ccc(Cl)cc1",
  "gap_ev": 8.59,
  "species": ["C", "C", "C", "C", "N", "C", "O", "C", "C", "C", "C", "C", "N", "C", "C", "N", "C", "N", "C", "C", "C", "C", "C", "C", "C", "C", "Cl", "C", "C", "H", "H", "H", "H", "H", "H", "H", "H", "H", "H", "H", "H", "H", "H", "H", "H", "H", "H", "H", "H", "H", "H", "H", "H", "H", "H", "H"],
  "coordinates": [[3.320725, -4.635014, 1.758939], [3.361018, -3.312834, 1.665665], [3.965914, -2.434644, 2.724496], [2.795935, -2.593416, 0.461752], [1.796234, -1.594958, 0.804338], [0.586872, -1.956377, 1.266032], [0.196673, -3.114695, 1.298240], [-0.368246, -0.841631, 1.741769], [0.139741, 0.082482, 2.844765], [-0.590267, 0.185125, 3.996460], [-0.241991, 1.084213, 5.040870], [0.842624, 1.880581, 4.909880], [1.589706, 1.796163, 3.763982], [2.720687, 2.486375, 3.391027], [3.045433, 2.008757, 2.151945], [2.168328, 1.055914, 1.742007], [1.287128, 0.923598, 2.725291], [-1.001529, -0.142108, 0.630089], [-2.309651, 0.427618, 0.937525], [-3.403694, -0.601831, 1.236965], [-3.471155, -1.679940, 0.161505], [-4.735636, 0.130805, 1.379797], [-0.206769, 0.661626, -0.236360], [-0.022305, 2.020383, 0.001607], [0.733126, 2.797574, -0.861414], [1.317896, 2.201918, -1.966611], [2.279688, 3.166320, -3.048902], [1.143742, 0.852375, -2.227380], [0.371874, 0.090518, -1.363754], [2.842248, -5.236423, 0.996533], [3.746780, -5.153780, 2.608914], [3.212541, -1.766202, 3.148783], [4.393747, -3.027265, 3.532018], [4.750862, -1.799774, 2.304010], [3.600793, -2.067528, -0.058369], [2.363212, -3.315171, -0.232012], [2.093191, -0.631690, 0.942599], [-1.151393, -1.439334, 2.202831], [-1.464592, -0.442692, 4.117129], [-0.839189, 1.141096, 5.939204], [1.173269, 2.592038, 5.651867], [3.174989, 3.228089, 4.023507], [3.876034, 2.313912, 1.536007], [-2.266012, 1.152603, 1.767533], [-2.616560, 0.989628, 0.051570], [-3.197140, -1.085522, 2.198032], [-3.659234, -1.229326, -0.817191], [-2.540219, -2.243042, 0.098389], [-4.280029, -2.382444, 0.369982], [-5.010025, 0.619849, 0.441695], [-5.535535, -0.564086, 1.638834], [-4.691313, 0.897184, 2.156597], [-0.469593, 2.473675, 0.878095], [0.878289, 3.852791, -0.676110], [1.596791, 0.408328, -3.102787], [0.213137, -0.962739, -1.554458]],
  "atomic_forces_ev_per_a": [[0.005, 0.085, -0.012], [0.033, 0.014, 0.019], [-0.004, -0.045, -0.029], [-0.089, -0.091, -0.036], [0.151, -0.030, 0.223], [-0.075, -0.148, -0.060], [-0.013, 0.117, -0.061], [0.205, -0.034, 0.107], [-0.079, -0.013, 0.073], [0.093, -0.029, -0.081], [0.088, 0.062, -0.010], [-0.072, -0.066, -0.003], [-0.012, -0.061, -0.012], [0.021, 0.033, -0.075], [0.027, 0.069, 0.095], [0.062, -0.136, 0.244], [0.025, 0.107, -0.017], [-0.305, -0.133, -0.262], [-0.037, 0.052, 0.075], [0.039, -0.013, -0.016], [0.011, -0.006, 0.009], [0.010, -0.013, 0.004], [0.119, 0.102, -0.008], [-0.093, 0.030, -0.170], [-0.043, -0.010, 0.002], [-0.022, -0.053, 0.059], [0.015, 0.016, -0.016], [0.010, 0.018, 0.025], [0.010, 0.012, 0.043], [0.000, 0.003, -0.007], [0.002, 0.001, 0.005], [-0.012, 0.010, 0.006], [-0.007, 0.010, -0.002], [0.006, 0.005, -0.003], [-0.007, 0.012, 0.001], [-0.018, -0.001, 0.036], [-0.019, 0.044, -0.141], [-0.048, 0.047, 0.009], [-0.003, 0.006, 0.003], [0.015, 0.002, -0.010], [0.007, 0.002, -0.014], [-0.024, -0.006, 0.008], [-0.014, -0.021, -0.013], [-0.011, -0.018, 0.020], [0.004, -0.011, 0.007], [0.035, -0.009, 0.008], [0.002, 0.008, 0.000], [0.011, 0.019, 0.010], [-0.012, 0.015, 0.002], [0.005, -0.005, -0.010], [0.005, 0.003, 0.001], [0.005, 0.007, 0.001], [0.001, 0.025, -0.010], [0.004, 0.010, -0.001], [0.004, 0.002, -0.007], [-0.010, 0.003, -0.007]],
  "nbo_charge": [-0.384, 0.014, -0.646, -0.253, -0.644, 0.680, -0.630, -0.157, 0.027, -0.214, -0.255, 0.019, -0.309, -0.135, -0.022, -0.521, 0.305, -0.471, -0.203, -0.227, -0.611, -0.599, 0.132, -0.212, -0.225, -0.038, -0.009, -0.253, -0.133, 0.200, 0.192, 0.216, 0.217, 0.211, 0.205, 0.218, 0.444, 0.239, 0.222, 0.231, 0.218, 0.225, 0.216, 0.170, 0.210, 0.187, 0.200, 0.232, 0.207, 0.202, 0.213, 0.205, 0.216, 0.225, 0.228, 0.223]
}

***

{
  "formula": "C23H27ClN4O2",
  "method": "ωB97M-V/def2-TZVPD",
  "relative_energy_kcal_mol": 20.4,
  "homo_ha": -0.293,
  "smiles": "Cn1c(CCN2CCCCC2)nc2cc(NC(=O)COc3ccc(Cl)cc3)ccc21",
  "gap_ev": 8.64,
  "species": ["C", "N", "C", "C", "C", "N", "C", "C", "C", "C", "C", "N", "C", "C", "C", "N", "C", "O", "C", "O", "C", "C", "C", "C", "Cl", "C", "C", "C", "C", "C", "H", "H", "H", "H", "H", "H", "H", "H", "H", "H", "H", "H", "H", "H", "H", "H", "H", "H", "H", "H", "H", "H", "H", "H", "H", "H", "H"],
  "coordinates": [[-4.174881, -2.768889, 1.723480], [-3.327269, -2.157425, 0.739850], [-3.704085, -1.271171, -0.236906], [-5.114272, -0.834163, -0.421666], [-5.206454, 0.605516, -0.943906], [-5.227098, 1.559011, 0.152985], [-5.655528, 2.886503, -0.250731], [-4.605560, 3.649915, -1.066830], [-3.305487, 3.744896, -0.271759], [-2.854820, 2.351623, 0.160367], [-3.991238, 1.651317, 0.911504], [-2.709557, -0.885871, -0.987804], [-1.600664, -1.522898, -0.499835], [-0.280082, -1.467611, -0.919854], [0.650185, -2.233719, -0.233664], [1.980896, -2.173480, -0.676863], [3.085421, -2.770907, -0.183602], [3.145692, -3.526451, 0.762335], [4.345081, -2.411852, -0.991930], [4.279612, -1.162668, -1.642327], [4.348286, -0.029097, -0.879239], [4.346941, -0.007146, 0.510616], [4.415090, 1.202211, 1.181821], [4.479729, 2.386404, 0.469723], [4.565334, 3.893003, 1.314175], [4.473964, 2.376329, -0.917477], [4.408543, 1.172223, -1.585919], [0.275492, -3.036188, 0.852149], [-1.034904, -3.094686, 1.279241], [-1.971270, -2.335636, 0.597955], [-5.004300, -3.292471, 1.243525], [-3.590951, -3.486543, 2.295915], [-4.579378, -2.019099, 2.408984], [-5.586250, -1.503054, -1.147426], [-5.664388, -0.907217, 0.517540], [-4.383558, 0.759820, -1.653879], [-6.152376, 0.724282, -1.478730], [-6.585327, 2.794389, -0.818028], [-5.873022, 3.446498, 0.665155], [-4.981559, 4.647254, -1.302277], [-4.423885, 3.126972, -2.007714], [-2.529233, 4.225909, -0.870912], [-3.473102, 4.360255, 0.616684], [-1.979597, 2.419007, 0.809055], [-2.579040, 1.753855, -0.710138], [-3.679713, 0.647885, 1.204305], [-4.221437, 2.212021, 1.824527], [0.004217, -0.846573, -1.755166], [2.127903, -1.570673, -1.478268], [5.219220, -2.485020, -0.335266], [4.454285, -3.149321, -1.793776], [4.285561, -0.917418, 1.085374], [4.415055, 1.218267, 2.260136], [4.522528, 3.303307, -1.466233], [4.406387, 1.137619, -2.663764], [1.031667, -3.613969, 1.355412], [-1.304398, -3.717927, 2.118617]],
  "atomic_forces_ev_per_a": [[-0.296, -0.049, 0.226], [0.016, 0.233, -0.300], [0.136, -0.236, -0.009], [-0.045, 0.214, -0.175], [-0.074, -0.144, 0.085], [-0.214, -0.029, 0.068], [-0.021, 0.145, -0.233], [-0.072, 0.028, 0.273], [0.052, -0.142, -0.207], [-0.150, 0.078, 0.144], [0.274, -0.042, 0.005], [-0.253, 0.345, -0.355], [-0.064, -0.503, 0.617], [-0.015, -0.132, 0.171], [-0.288, -0.042, 0.135], [-0.012, 0.265, -0.434], [0.328, 0.280, -0.341], [0.060, -0.167, 0.149], [0.105, -0.293, 0.183], [-0.052, 0.089, -0.194], [0.046, 0.348, 0.096], [0.003, -0.270, -0.220], [0.020, 0.241, -0.088], [-0.016, -0.216, -0.012], [0.010, 0.200, 0.111], [-0.007, -0.046, 0.109], [-0.023, -0.281, 0.039], [0.142, -0.126, 0.112], [-0.189, 0.038, 0.014], [0.541, 0.217, -0.403], [0.050, -0.011, 0.082], [-0.051, 0.018, -0.021], [0.020, -0.096, 0.001], [-0.020, -0.044, 0.060], [-0.067, -0.014, -0.032], [-0.116, 0.008, -0.046], [0.076, -0.014, -0.018], [-0.022, 0.024, 0.065], [-0.049, 0.053, -0.035], [-0.027, 0.008, -0.088], [-0.004, 0.022, -0.096], [0.004, 0.067, 0.070], [0.020, 0.082, 0.033], [0.064, -0.056, -0.009], [0.071, -0.018, -0.013], [0.011, 0.035, 0.149], [0.061, -0.050, 0.035], [0.040, 0.097, -0.132], [0.119, -0.131, 0.197], [-0.175, 0.021, -0.010], [0.002, 0.072, 0.148], [0.011, -0.109, 0.067], [-0.004, 0.027, 0.092], [0.007, 0.093, -0.033], [0.006, 0.002, -0.133], [0.020, -0.019, 0.014], [0.010, -0.068, 0.084]],
  "nbo_charge": [-0.404, -0.365, 0.418, -0.463, -0.214, -0.455, -0.210, -0.422, -0.398, -0.433, -0.215, -0.517, 0.185, -0.257, 0.136, -0.596, 0.648, -0.612, -0.164, -0.500, 0.294, -0.293, -0.193, -0.067, 0.003, -0.207, -0.245, -0.256, -0.215, 0.078, 0.210, 0.220, 0.209, 0.235, 0.226, 0.199, 0.199, 0.195, 0.188, 0.208, 0.196, 0.207, 0.190, 0.210, 0.216, 0.194, 0.190, 0.215, 0.411, 0.207, 0.221, 0.234, 0.230, 0.230, 0.228, 0.256, 0.213]
}